1.
Formula: C6H16O2
Source: the OMol25 dataset
Level of theory: wB97M-V/def2-TZVPD

Structure (XYZ):
```
24
Properties=species:S:1:pos:R:3:nbo_charge:R:1
C 0.170 -1.943 -1.220 -0.611
C 0.604 -0.511 -1.004 -0.456
C -0.152 0.255 0.051 0.048
C -0.772 -0.407 1.032 -0.447
C -0.184 1.772 0.135 -0.449
C 1.198 2.398 0.203 -0.609
H 0.408 -2.632 -0.407 0.220
H 0.757 -2.329 -2.044 0.214
H -0.892 -2.053 -1.433 0.208
H 1.682 -0.379 -0.866 0.221
H 0.505 0.025 -1.959 0.210
H -0.653 -1.476 1.131 0.186
H -1.524 0.040 1.666 0.205
H -0.684 2.006 1.071 0.220
H -0.672 2.174 -0.758 0.207
H 1.178 3.461 -0.055 0.215
H 1.968 2.016 -0.479 0.205
H 1.704 2.352 1.159 0.210
H 0.945 -1.950 2.161 0.471
H 2.441 -1.971 2.086 0.466
O 1.695 -2.545 2.149 -0.936
H -2.704 0.994 -0.518 0.467
H -3.450 -0.012 -1.359 0.468
O -3.568 0.714 -0.741 -0.933
```

Values from the calculation:
ΔE to the lowest compared entry with this formula, charge and spin (eV): 0.903
HOMO-LUMO gap (eV): 10.3
SMILES: C=C(CC)CC.O.O
Charge: 0

***

2.
Formula: C6H16O2
Source: the OMol25 dataset
Level of theory: wB97M-V/def2-TZVPD

Structure (XYZ):
```
24
Properties=species:S:1:pos:R:3:nbo_charge:R:1
C -2.168 0.716 1.744 -0.026
O -3.185 0.967 0.931 -0.724
C -0.836 0.476 1.027 -0.425
C -0.967 -0.677 0.009 -0.408
C 0.445 -1.074 -0.607 -0.392
C 1.746 -0.992 0.243 -0.404
C 3.128 -1.310 -0.293 -0.621
H -2.109 1.581 2.402 0.153
H -2.410 -0.248 2.342 0.153
H -2.981 1.294 0.024 0.473
H -0.123 0.282 1.760 0.209
H -0.579 1.449 0.584 0.190
H -1.453 -0.192 -0.797 0.201
H -1.547 -1.611 0.172 0.221
H 0.588 -0.582 -1.584 0.179
H 0.341 -2.073 -0.866 0.196
H 1.862 -0.051 0.840 0.186
H 1.372 -1.747 0.957 0.193
H 2.870 -2.428 -0.230 0.210
H 3.283 -1.062 -1.288 0.206
H 3.917 -1.164 0.504 0.227
H 1.950 0.906 -2.818 0.474
H 1.074 1.568 -1.668 0.474
O 1.416 1.689 -2.566 -0.944
```

Values from the calculation:
ΔE to the lowest compared entry with this formula, charge and spin (eV): 2.283
HOMO-LUMO gap (eV): 10.8
SMILES: CCCCCCO.O
Charge: 0

***

3.
Formula: C6H16O2
Source: the OMol25 dataset
Level of theory: wB97M-V/def2-TZVPD

Structure (XYZ):
```
24
Properties=species:S:1:pos:R:3:nbo_charge:R:1
C -11.497 21.637 29.384 -0.636
C -12.150 22.916 28.889 0.098
C -12.927 22.723 27.587 -0.627
O -13.082 23.389 29.875 -0.747
H -10.986 21.104 28.581 0.210
H -12.287 20.982 29.771 0.213
H -10.860 21.680 30.269 0.220
H -11.368 23.670 28.747 0.158
H -13.529 21.812 27.545 0.209
H -12.074 22.487 26.936 0.206
H -13.587 23.548 27.343 0.223
H -12.815 24.253 30.196 0.473
C -15.020 22.017 34.010 -0.633
C -13.603 21.570 33.630 0.093
C -12.885 21.010 34.869 -0.627
O -13.692 20.460 32.740 -0.720
H -15.580 21.106 34.227 0.215
H -15.534 22.500 33.177 0.204
H -15.010 22.651 34.897 0.208
H -13.018 22.420 33.266 0.160
H -12.023 20.439 34.525 0.222
H -13.461 20.544 35.664 0.212
H -12.407 21.879 35.340 0.199
H -14.020 20.841 31.913 0.467
```

Values from the calculation:
ΔE to the lowest compared entry with this formula, charge and spin (eV): 0.793
HOMO-LUMO gap (eV): 10.8
SMILES: CC(C)O.CC(C)O
Charge: 0

***

4.
Formula: C6H16O3
Source: the OMol25 dataset
Level of theory: wB97M-V/def2-TZVPD

Structure (XYZ):
```
25
Properties=species:S:1:pos:R:3:nbo_charge:R:1
C 0.763 -2.054 0.043 -0.650
C 0.452 -1.848 -1.427 -0.453
C 0.417 -0.316 -1.699 -0.128
C -0.261 0.548 -0.960 -0.267
C -0.096 2.023 -1.274 -0.242
C -1.212 2.678 -1.492 -0.380
H 1.113 -1.215 0.676 0.252
H 1.342 -2.970 0.319 0.207
H -0.110 -2.319 0.588 0.206
H -0.465 -2.267 -1.817 0.219
H 1.195 -2.112 -2.201 0.202
H 0.921 -0.076 -2.647 0.190
H -0.615 0.213 -0.005 0.201
H 0.932 2.316 -1.143 0.231
H -2.147 2.117 -1.336 0.189
H -1.448 3.678 -1.835 0.199
H 0.847 1.718 0.823 0.471
H 1.762 2.654 1.613 0.467
O 1.756 1.830 1.106 -0.932
H -1.754 0.035 1.504 0.463
H -3.218 0.287 1.261 0.472
O -2.472 -0.230 0.922 -0.927
H -0.026 -1.528 3.062 0.469
H 1.470 -1.913 3.120 0.477
O 0.855 -1.250 2.799 -0.938
```

Values from the calculation:
ΔE to the lowest compared entry with this formula, charge and spin (eV): 2.560
HOMO-LUMO gap (eV): 9.3
SMILES: C=C/C=C/CC.O.O.O
Charge: 0

***

5.
Formula: C6H16O3
Source: the OMol25 dataset
Level of theory: wB97M-V/def2-TZVPD

Structure (XYZ):
```
25
Properties=species:S:1:pos:R:3:nbo_charge:R:1
C -1.332 0.081 -0.299 0.638
C -0.551 -1.205 0.903 -0.633
C -2.738 -0.407 -0.517 -0.670
C -0.785 -2.709 0.813 -0.625
O -0.444 -0.052 -1.342 -0.812
O -1.307 1.274 0.320 -0.716
H -0.364 -1.024 -0.707 0.537
H -0.469 1.749 0.096 0.516
H 0.503 -0.956 1.070 0.210
H -1.062 -0.803 1.777 0.232
H -3.186 0.240 -1.275 0.231
H -2.739 -1.428 -0.889 0.215
H -3.319 -0.346 0.401 0.228
H -0.395 -3.219 1.697 0.220
H -0.276 -3.128 -0.059 0.198
H -1.848 -2.940 0.728 0.209
C 2.299 2.265 -0.581 -0.057
C 2.687 1.062 0.269 -0.639
O 0.907 2.293 -0.887 -0.758
H 0.671 1.503 -1.412 0.504
H 2.504 3.195 -0.048 0.178
H 2.883 2.276 -1.509 0.163
H 3.750 1.098 0.518 0.215
H 2.493 0.131 -0.266 0.206
H 2.118 1.051 1.200 0.209
```

Values from the calculation:
ΔE to the lowest compared entry with this formula, charge and spin (eV): 2.306
HOMO-LUMO gap (eV): 9.7
Charge: 0

***

6.
Formula: C6H16O6S2Tl
Source: the OMol25 dataset
Level of theory: wB97M-V/def2-TZVPD

Structure (XYZ):
```
31
Properties=species:S:1:pos:R:3:nbo_charge:R:1
Tl 0.577 -1.352 -6.064 0.999
O -3.524 -5.298 -0.666 -0.721
S -3.266 -3.902 -0.464 2.246
O -2.515 -3.098 -1.429 -0.800
O -4.760 -3.173 -0.208 -0.463
C -4.784 -1.784 -0.102 -0.121
C -5.776 -1.524 1.006 -0.629
C -2.691 -3.526 1.274 -0.741
H -5.074 -1.357 -1.062 0.330
H -3.883 -1.233 0.167 0.283
H -5.901 -0.478 1.287 0.266
H -5.398 -2.062 1.875 0.254
H -6.752 -1.964 0.804 0.292
H -1.773 -4.094 1.420 0.303
H -3.420 -3.628 2.077 0.293
H -2.384 -2.481 1.216 0.253
O 2.745 0.966 -1.193 -0.756
S 2.541 1.966 -0.084 2.191
O 1.577 1.721 0.966 -0.739
O 4.036 2.291 0.640 -0.525
C 5.173 2.244 -0.254 -0.087
C 6.310 2.838 0.668 -0.597
C 2.245 3.722 -0.649 -0.709
H 5.079 2.907 -1.114 0.267
H 5.462 1.253 -0.605 0.252
H 6.030 3.763 1.171 0.260
H 7.236 3.073 0.142 0.274
H 6.530 2.116 1.455 0.272
H 2.205 4.329 0.255 0.299
H 1.244 3.722 -1.079 0.278
H 2.909 4.045 -1.451 0.277
```

Values from the calculation:
HOMO-LUMO gap (eV): 1.5
Charge: +3

***

no.,LUMO (eV)
1,0.686
2,0.773
3,0.741
4,0.419
5,0.848
6,-16.936